Record 1
Below is C2H4NP in the gas phase, with properties calculated with ωB97M-V with the def2-TZVPD basis set.

Output
Max |F|: 0.0986 Eh/bohr
Energy relative to the best compared isomer or geometry (same formula, charge and spin): 35.6 kcal per mole
HOMO-LUMO gap: 0.3501 Ha
Total charge: 0

Geometry (Å):
H -1.41 1.81 0.29
N -1.51 0.83 -0.01
C -0.48 0.24 -0.16
C 0.23 -0.92 -0.39
P 1.38 0.55 0.08
H -0.02 -1.81 0.20
H 0.32 -1.30 -1.38
H 1.50 0.60 1.38


Record 2
Below is C2H4NP in the gas phase, with properties calculated with ωB97M-V with the def2-TZVPD basis set.

Output
Max |F|: 0.0588 Eh/bohr
Energy relative to the best compared isomer or geometry (same formula, charge and spin): 36.0 kcal per mole
HOMO-LUMO gap: 0.3086 Ha
Total charge: 0

Geometry (Å):
H 1.22 -1.32 -0.11
P 2.16 -0.33 0.11
C 0.89 0.74 0.18
N -0.38 0.53 -0.25
C -1.40 -0.22 -0.03
H 0.99 1.87 0.11
H -2.17 -0.30 -0.80
H -1.32 -0.98 0.80


Record 3
Below is 2 unconnected molecules or ions with the total composition C2H4NP, with properties calculated with ωB97M-V with the def2-TZVPD basis set.

Output
Max |F|: 0.0513 Eh/bohr
Energy relative to the best compared isomer or geometry (same formula, charge and spin): 57.9 kcal per mole
HOMO-LUMO gap (alpha / beta): 0.2640 / 0.2636 Ha
Total charge: 0

Geometry (Å):
C 0.42 -0.35 -0.51
C 0.95 0.88 0.02
N -0.08 -1.24 -1.04
P -2.48 -1.63 -0.01
H 0.80 1.73 -0.74
H 2.02 0.69 0.17
H 0.50 1.05 0.94
H -2.14 -1.14 1.17


Record 4
Below is a molecular structure, C2H4NP, with properties calculated with ωB97M-V with the def2-TZVPD basis set.

Output
Max |F|: 0.0223 Eh/bohr
Energy relative to the best compared isomer or geometry (same formula, charge and spin): 13.1 kcal per mole
HOMO-LUMO gap: 0.3496 Ha
Total charge: 0

Geometry (Å):
C -0.67 -0.15 0.30
C 0.54 -0.01 -0.64
N -0.06 0.47 1.47
P 1.36 0.81 0.83
H -1.56 0.39 -0.01
H -0.96 -1.19 0.52
H 0.98 -0.95 -0.97
H 0.37 0.64 -1.50


Record 5
Below is C2H4NP in the gas phase, with properties calculated with ωB97M-V with the def2-TZVPD basis set.

Output
Max |F|: 0.0650 Eh/bohr
Energy relative to the best compared isomer or geometry (same formula, charge and spin): 57.2 kcal per mole
HOMO-LUMO gap (alpha / beta): 0.3133 / 0.2890 Ha
Total charge: 0
<S²>: 2.04
Multiplicity: 3

Geometry (Å):
C 1.75 -0.32 -0.01
C -0.79 0.11 -0.03
N -2.37 -0.28 0.06
P 0.34 -1.22 -0.15
H 2.72 -0.80 -0.06
H 1.77 0.75 0.14
H -0.57 1.16 -0.03
H -2.85 0.62 0.09


Record 6
Below is 2 unconnected molecules or ions with the total composition C2H4O2, with properties calculated with ωB97M-V with the def2-TZVPD basis set.

Output
Max |F|: 0.0402 Eh/bohr
Energy relative to the best compared isomer or geometry (same formula, charge and spin): 58.5 kcal per mole
HOMO-LUMO gap: 0.3973 Ha
Total charge: 0

Geometry (Å):
C 1.25 0.28 -0.84
O 1.71 1.33 -0.50
H 1.53 -0.74 -0.53
H 0.47 0.28 -1.64
C -1.41 -0.34 1.00
O -1.53 -1.28 0.28
H -2.24 0.18 1.54
H -0.48 0.11 1.40


Record 7
Below is C2H4O2 in the gas phase, with properties calculated with ωB97M-V with the def2-TZVPD basis set.

Output
Max |F|: 0.0880 Eh/bohr
Energy relative to the best compared isomer or geometry (same formula, charge and spin): 107.1 kcal per mole
HOMO-LUMO gap: 0.4135 Ha
Total charge: 0

Geometry (Å):
C 0.11 0.06 0.87
C -0.16 -0.22 -0.62
O -0.08 0.78 -1.50
O 0.88 -0.23 -1.48
H -0.22 -0.80 1.28
H -0.67 0.79 1.16
H 1.14 0.42 1.11
H -1.01 -0.80 -0.81


Record 8
Below is C2H4O2 in the gas phase, with properties calculated with ωB97M-V with the def2-TZVPD basis set.

Output
Max |F|: 0.0787 Eh/bohr
Energy relative to the best compared isomer or geometry (same formula, charge and spin): 39.7 kcal per mole
HOMO-LUMO gap: 0.4141 Ha
Total charge: 0

Geometry (Å):
O 1.34 -0.64 0.05
C 0.85 0.45 -0.08
C -0.59 0.67 0.02
O -1.41 -0.54 -0.01
H 1.46 1.45 -0.13
H -0.74 0.98 1.16
H -1.00 1.46 -0.65
H -0.72 -1.19 -0.28


Record 9
Below is 2 unconnected molecules or ions with the total composition C2H4O2P, with properties calculated with ωB97M-V with the def2-TZVPD basis set.

Output
Max |F|: 0.0909 Eh/bohr
Energy relative to the best compared isomer or geometry (same formula, charge and spin): 52.9 kcal per mole
HOMO-LUMO gap (alpha / beta): 0.2731 / 0.2731 Ha
Total charge: -1

Geometry (Å):
C 0.35 -0.16 0.85
C -0.73 0.29 0.31
O -1.72 -2.15 -0.35
O -3.07 0.01 -0.96
P -1.82 -0.71 -0.69
H 0.93 0.59 1.43
H 0.84 -1.18 0.96
H -1.11 1.21 0.54
H -0.13 -0.14 -2.41


Record 10
Below is 2 unconnected molecules or ions with the total composition C2H4O2P2, with properties calculated with ωB97M-V with the def2-TZVPD basis set.

Output
Max |F|: 0.0390 Eh/bohr
Energy relative to the best compared isomer or geometry (same formula, charge and spin): 112.7 kcal per mole
HOMO-LUMO gap (alpha / beta): 0.2732 / 0.2691 Ha
Total charge: 0

Geometry (Å):
C 1.19 -0.79 0.01
C -1.12 0.69 0.01
O 1.24 -1.96 0.06
O -0.92 1.85 0.02
P 2.27 0.64 -0.22
P -2.52 -0.47 0.01
H 2.57 0.71 1.14
H 1.26 1.60 -0.11
H -1.72 -1.55 0.41
H -2.26 -0.73 -1.34


Record 11
Below is 2 unconnected molecules or ions with the total composition C2H4O3, with properties calculated with ωB97M-V with the def2-TZVPD basis set.

Output
Max |F|: 0.0692 Eh/bohr
Energy relative to the best compared isomer or geometry (same formula, charge and spin): 43.6 kcal per mole
HOMO-LUMO gap: 0.3499 Ha
Total charge: 0

Geometry (Å):
O 0.35 -0.10 -0.03
C -0.74 0.43 0.22
C -2.00 -0.44 0.10
O -2.96 0.05 -0.41
H -0.90 1.51 0.53
H -1.97 -1.43 0.55
O 3.07 -0.16 -0.12
H 2.14 -0.55 -0.25
H 3.01 0.69 -0.59


Record 12
Below is 2 unconnected molecules or ions with the total composition C2H4O3P, with properties calculated with ωB97M-V with the def2-TZVPD basis set.

Output
Max |F|: 0.0660 Eh/bohr
Energy relative to the best compared isomer or geometry (same formula, charge and spin): 39.3 kcal per mole
HOMO-LUMO gap (alpha / beta): 0.2445 / 0.3005 Ha
Total charge: -1
<S²>: 2.01
Multiplicity: 3

Geometry (Å):
C 0.00 -0.62 -0.79
C -0.42 -0.51 1.72
O 1.42 1.23 -2.31
O 0.22 2.06 -0.30
O -0.85 0.04 -1.70
P 0.52 0.94 -1.18
H 0.26 -1.59 -0.82
H -1.32 0.08 1.70
H 0.53 0.06 1.84
H -0.35 -1.67 1.85


Record 13
Below is 2 unconnected molecules or ions with the total composition C2H4O3PS, with properties calculated with ωB97M-V with the def2-TZVPD basis set.

Output
Max |F|: 0.0987 Eh/bohr
Energy relative to the best compared isomer or geometry (same formula, charge and spin): 56.0 kcal per mole
HOMO-LUMO gap: 0.2650 Ha
Total charge: -1

Geometry (Å):
C -0.52 2.26 0.14
C 0.22 2.30 -0.91
O -2.20 0.66 -1.52
O -1.39 2.54 0.88
O -1.35 -0.18 0.62
P -2.13 -0.63 -0.74
S -4.16 -0.59 0.23
H -3.43 -1.60 0.53
H 0.21 1.62 -1.79
H 1.27 2.61 -0.62
H -1.93 -0.01 1.36


Record 14
Below is 2 unconnected molecules or ions with the total composition C2H4O3PS, with properties calculated with ωB97M-V with the def2-TZVPD basis set.

Output
Max |F|: 0.0612 Eh/bohr
Energy relative to the best compared isomer or geometry (same formula, charge and spin): 166.8 kcal per mole
HOMO-LUMO gap (alpha / beta): 0.3151 / 0.2924 Ha
Total charge: -1

Geometry (Å):
C -1.55 -0.65 0.00
C 0.23 -0.72 2.03
O -3.67 -0.17 1.21
O -2.45 1.85 0.47
O -3.45 0.23 -1.20
P -0.68 -1.10 -1.36
S -2.93 0.47 0.16
H 1.25 -0.22 2.00
H 0.28 -1.76 1.96
H -0.67 -0.19 2.53
H -1.87 -0.84 -2.22


Record 15
Below is C2H4O3S2 in the gas phase, with properties calculated with ωB97M-V with the def2-TZVPD basis set.

Output
Max |F|: 0.0675 Eh/bohr
Energy relative to the best compared isomer or geometry (same formula, charge and spin): 59.4 kcal per mole
HOMO-LUMO gap: 0.3164 Ha
Total charge: 0

Geometry (Å):
C -0.14 -1.67 1.31
C -0.76 -0.60 0.85
S 0.22 0.74 0.22
O 1.61 0.57 0.42
O -0.37 2.02 0.45
O -0.19 0.32 -1.65
S 0.87 1.04 -2.61
H -0.66 -2.56 1.61
H 0.93 -1.66 1.40
H -1.81 -0.47 0.67
H 0.30 2.28 -2.66


Record 16
Below is 2 unconnected molecules or ions with the total composition C2H4O4, with properties calculated with ωB97M-V with the def2-TZVPD basis set.

Output
Max |F|: 0.0679 Eh/bohr
Energy relative to the best compared isomer or geometry (same formula, charge and spin): 11.9 kcal per mole
HOMO-LUMO gap: 0.4150 Ha
Total charge: 0

Geometry (Å):
O -1.50 -0.54 1.06
C -0.73 -0.73 1.99
O 0.56 -0.41 1.98
H -1.03 -1.10 2.99
H 0.91 -0.13 1.09
O 1.18 -0.05 -0.93
C 0.43 0.14 -1.91
O -0.03 1.38 -2.18
H 0.07 -0.57 -2.68
H 0.14 2.01 -1.43


Record 17
Below is C2H4O4S2 in the gas phase, with properties calculated with ωB97M-V with the def2-TZVPD basis set.

Output
Max |F|: 0.0908 Eh/bohr
Energy relative to the best compared isomer or geometry (same formula, charge and spin): 72.2 kcal per mole
HOMO-LUMO gap: 0.3554 Ha
Total charge: 0

Geometry (Å):
C -1.22 -0.55 -1.21
C 0.17 -0.12 2.11
O -0.25 -0.44 -2.01
O 1.76 0.81 -2.71
O 1.01 0.92 -0.31
O -1.80 0.30 -0.57
S 0.62 1.01 -1.90
S 1.15 -0.46 0.58
H -1.48 -1.56 -1.15
H 0.43 0.85 2.28
H -0.81 -0.15 1.90
H 0.43 -0.60 2.99


Record 18
Below is a molecular structure, C2H4O4Tl, with properties calculated with ωB97M-V with the def2-TZVPD basis set.

Output
Max |F|: 0.0443 Eh/bohr
Energy relative to the best compared isomer or geometry (same formula, charge and spin): 2.1 kcal per mole
HOMO-LUMO gap: 0.2531 Ha
Total charge: -1

Geometry (Å):
O 1.10 -0.72 -0.93
O 0.26 -2.76 -0.53
C 0.21 -1.53 -0.57
O -0.99 -0.97 -0.18
C -1.28 -0.91 1.20
H -0.64 -0.17 1.70
H -2.33 -0.60 1.29
H -1.18 -1.89 1.70
Tl 1.50 1.53 -1.21
O 1.88 3.59 -1.15
H 1.45 4.43 -1.32


Record 19
Below is a molecular structure, C2H4O5S2, with properties calculated with ωB97M-V with the def2-TZVPD basis set.

Output
Max |F|: 0.0707 Eh/bohr
Energy relative to the best compared isomer or geometry (same formula, charge and spin): 0.0 kcal per mole
HOMO-LUMO gap: 0.1945 Ha
Total charge: -2

Geometry (Å):
C -0.01 0.51 -0.22
C -1.60 -2.68 0.41
O 2.13 0.64 1.06
O 0.87 3.31 -0.57
O 1.65 -1.56 -0.16
O -1.09 -2.53 -0.67
O -1.53 -3.61 1.21
S 1.68 0.18 -0.28
S 0.03 2.19 -1.18
H -0.46 0.59 0.86
H -0.62 -0.12 -0.92
H -2.49 -1.98 0.69
H 1.07 -2.21 -0.58


Record 20
Below is C2H4OS in the gas phase, with properties calculated with ωB97M-V with the def2-TZVPD basis set.

Output
Max |F|: 0.1525 Eh/bohr
Energy relative to the best compared isomer or geometry (same formula, charge and spin): 45.8 kcal per mole
HOMO-LUMO gap: 0.3525 Ha
Total charge: 0

Geometry (Å):
O 2.17 -0.53 0.01
C 1.28 0.42 -0.32
C -0.03 0.50 0.51
S -1.53 -0.28 -0.09
H 1.43 1.06 -1.31
H -0.15 1.47 0.91
H 0.46 -0.26 1.28
H -2.16 0.88 -0.74